ORCA calculation (ωB97M-V with the def2-TZVPD basis set) on C2H4F3HoO2S as an isolated structure in a non-equilibrium geometry.

As for the multiplicity: 5. The HOMO-LUMO gap (spin up / spin down) is 6.44 / 6.70 eV. For the energy above the lowest of the compared OMol25 structures with the same formula, charge and spin, the calculation gives 86.8 kcal/mol. As for the LUMO energy (spin up / spin down): -11.3 / -11.1 eV. The total charge is +2. As for the expectation value of S²: 6.01.

Atoms and positions in Å:
C  -1.80  -0.94  -1.39
H  -2.78  -1.43  -1.34
H  -2.00  -0.35  -2.31
H  -1.20  -1.84  -1.14
Ho  -2.26  0.71  1.09
H  -0.37  -0.13  -1.33
S  0.87  1.58  0.66
O  0.18  0.93  -0.59
O  -0.12  1.38  1.81
C  2.14  0.24  1.06
F  3.23  0.48  0.34
F  2.43  0.32  2.35
F  1.67  -0.96  0.79

Just the Mulliken charges please, in e? Sure, here they are: -1.78 0.62 0.45 0.45 1.88 0.60 0.74 -0.54 -0.64 0.78 -0.17 -0.18 -0.19

ORCA calculation (ωB97M-V with the def2-TZVPD basis set) on C2H4F3LiO4S as an isolated structure in a non-equilibrium geometry.

The HOMO-LUMO gap is 8.60 eV. For the energy above the lowest of the compared OMol25 structures with the same formula, charge and spin, the calculation gives 0.0 kcal/mol. As for the LUMO energy: -1.0 eV. The total charge is 0.

Atoms and positions in Å:
Li  -0.10  -1.41  1.46
O  -1.26  -0.73  0.02
S  -1.00  -2.06  -0.71
O  0.20  -2.62  -0.03
O  -0.92  -1.91  -2.17
C  -2.21  -3.46  -0.46
F  -2.62  -3.46  0.80
F  -3.26  -3.35  -1.27
F  -1.64  -4.63  -0.72
H  -2.50  0.16  -0.93
O  -3.38  -0.47  -0.96
C  -4.01  -0.23  0.29
H  -3.50  -0.75  1.11
H  -3.92  0.84  0.56
H  -5.06  -0.53  0.19

Just the Mulliken charges please, in e? Sure, here they are: 0.88 -0.87 1.40 -0.85 -0.64 0.74 -0.26 -0.19 -0.21 0.35 -0.52 -0.60 0.22 0.30 0.24

ORCA calculation (ωB97M-V with the def2-TZVPD basis set) on a 2-piece molecular cluster, C2H4F4N2 overall in a non-equilibrium geometry.

The HOMO-LUMO gap is 11.08 eV. For the energy above the lowest of the compared OMol25 structures with the same formula, charge and spin, the calculation gives 0.0 kcal/mol. As for the LUMO energy: 0.8 eV. The total charge is 0.

Atoms and positions in Å:
C  -0.04  0.11  -0.06
C  -1.58  -0.02  0.15
N  0.52  -1.08  -0.11
N  0.63  1.17  -0.25
F  2.93  0.19  0.38
F  -2.07  1.14  -0.25
F  -2.04  -1.03  -0.66
F  -1.99  -0.30  1.34
H  1.46  -1.22  -0.39
H  -0.08  -1.83  -0.26
H  -0.05  1.92  -0.26
H  2.32  0.92  0.37

Just the Mulliken charges please, in e? Sure, here they are: 0.31 0.94 -0.36 -0.75 -0.45 -0.27 -0.28 -0.24 0.26 0.18 0.23 0.41

ORCA calculation (ωB97M-V with the def2-TZVPD basis set) on a 2-piece molecular cluster, C2H4F4N2 overall in a non-equilibrium geometry.

As for the multiplicity: 3. The HOMO-LUMO gap (spin up / spin down) is 6.95 / 10.72 eV. For the energy above the lowest of the compared OMol25 structures with the same formula, charge and spin, the calculation gives 0.0 kcal/mol. As for the LUMO energy (spin up / spin down): 1.0 / -0.4 eV. The total charge is 0. As for the expectation value of S²: 2.01.

Atoms and positions in Å:
C  1.75  -0.82  0.38
C  -1.93  -0.49  0.12
N  -1.74  1.84  -0.23
N  -1.87  0.61  -0.58
F  0.86  -1.30  -0.52
F  1.19  0.26  0.96
F  -2.28  -1.64  -0.47
F  -2.28  -0.47  1.41
H  2.66  -0.51  -0.15
H  1.92  -1.58  1.15
H  -1.87  1.95  0.78
H  -1.74  0.46  -1.58

Just the Mulliken charges please, in e? Sure, here they are: 0.09 0.41 -0.80 0.32 -0.22 -0.22 -0.24 -0.24 0.17 0.19 0.26 0.28

ORCA calculation (ωB97M-V with the def2-TZVPD basis set) on a 2-piece molecular cluster, C2H4FIO overall in a non-equilibrium geometry.

The HOMO-LUMO gap (spin up / spin down) is 8.42 / 8.04 eV. For the energy above the lowest of the compared OMol25 structures with the same formula, charge and spin, the calculation gives 88.8 kcal/mol. As for the LUMO energy (spin up / spin down): -1.0 / -1.0 eV. The total charge is 0.

Atoms and positions in Å:
C  0.71  -1.03  -0.14
C  -0.79  0.74  0.05
O  -0.65  -0.53  -0.08
F  -2.02  1.15  -0.25
I  -0.48  1.65  2.11
H  0.77  -2.13  0.11
H  1.30  -0.72  0.78
H  0.98  -0.78  -1.11
H  0.19  1.65  -1.47

Just the Mulliken charges please, in e? Sure, here they are: -0.58 -0.03 -0.18 -0.15 -0.01 0.23 0.26 0.34 0.12

ORCA calculation (ωB97M-V with the def2-TZVPD basis set) on a 2-piece molecular cluster, C2H4FN3 overall in a non-equilibrium geometry.

The HOMO-LUMO gap is 9.21 eV. For the energy above the lowest of the compared OMol25 structures with the same formula, charge and spin, the calculation gives 94.8 kcal/mol. As for the LUMO energy: 0.8 eV. The total charge is 0.

Atoms and positions in Å:
C  -2.97  -0.24  -0.16
C  2.09  0.17  -0.24
N  -3.16  0.88  -0.19
N  1.00  0.50  0.38
N  -0.12  -0.11  0.59
F  -0.08  -1.38  -0.01
H  -2.78  -1.28  -0.14
H  2.20  -0.82  -0.66
H  2.89  0.87  -0.34
H  0.92  1.43  0.79

Just the Mulliken charges please, in e? Sure, here they are: 0.11 -0.34 -0.36 0.22 -0.46 -0.22 0.26 0.26 0.25 0.28

ORCA calculation (ωB97M-V with the def2-TZVPD basis set) on one molecule with the formula C2H4FNO in a non-equilibrium geometry.

The HOMO-LUMO gap is 11.26 eV. For the energy above the lowest of the compared OMol25 structures with the same formula, charge and spin, the calculation gives 64.9 kcal/mol. As for the LUMO energy: 1.0 eV. The total charge is 0.

Atoms and positions in Å:
C  -0.18  0.58  0.00
C  1.31  0.51  0.05
H  -2.68  -0.95  -0.11
H  -0.52  1.61  -0.33
H  1.67  1.18  -0.77
H  1.66  0.99  1.01
N  -0.92  -0.34  0.25
O  -2.22  -0.07  -0.12
F  1.92  -0.71  -0.10

Just the Mulliken charges please, in e? Sure, here they are: 0.04 -0.21 0.37 0.32 0.22 0.22 -0.32 -0.38 -0.26

ORCA calculation (ωB97M-V with the def2-TZVPD basis set) on a 2-piece molecular cluster, C2H4FNO2 overall in a non-equilibrium geometry.

The HOMO-LUMO gap is 10.76 eV. For the energy above the lowest of the compared OMol25 structures with the same formula, charge and spin, the calculation gives 52.6 kcal/mol. As for the LUMO energy: 0.7 eV. The total charge is 0.

Atoms and positions in Å:
C  0.58  -0.97  0.16
C  2.03  -0.86  0.07
N  -1.99  1.47  -0.03
O  -0.52  -1.20  -0.21
O  1.25  -0.42  1.16
F  2.81  -1.90  0.25
H  2.56  0.01  -0.58
H  -2.99  1.33  0.17
H  -1.61  0.62  -0.09
H  -2.12  1.92  -0.90

Just the Mulliken charges please, in e? Sure, here they are: 0.43 0.30 -0.67 -0.53 -0.31 -0.20 0.27 0.23 0.27 0.22

ORCA calculation (ωB97M-V with the def2-TZVPD basis set) on a 2-piece molecular cluster, C2H4FNO2 overall in a non-equilibrium geometry.

The HOMO-LUMO gap is 10.52 eV. For the energy above the lowest of the compared OMol25 structures with the same formula, charge and spin, the calculation gives 124.4 kcal/mol. As for the LUMO energy: -0.5 eV. The total charge is 0.

Atoms and positions in Å:
C  -0.63  0.63  -0.07
C  0.47  -1.03  -0.80
N  0.06  0.83  1.15
O  0.99  1.66  1.14
O  -0.30  0.15  2.07
F  -0.21  -1.47  -1.93
H  -1.64  0.20  0.13
H  -0.52  1.49  -0.61
H  0.30  -1.64  0.00
H  1.48  -0.82  -1.07

Just the Mulliken charges please, in e? Sure, here they are: -0.61 -0.20 0.86 -0.54 -0.52 -0.24 0.30 0.35 0.33 0.29

ORCA calculation (ωB97M-V with the def2-TZVPD basis set) on one molecule with the formula C2H4FNO2 in a non-equilibrium geometry.

The HOMO-LUMO gap is 11.10 eV. For the energy above the lowest of the compared OMol25 structures with the same formula, charge and spin, the calculation gives 12.6 kcal/mol. As for the LUMO energy: 0.6 eV. The total charge is 0.

Atoms and positions in Å:
C  1.24  -0.37  0.04
C  0.03  0.67  0.44
N  -1.23  0.00  -0.10
O  2.34  0.00  0.17
O  0.86  -1.59  -0.34
F  0.23  1.80  -0.30
H  -0.09  0.81  1.57
H  -1.17  -0.05  -1.14
H  -0.14  -1.71  -0.45
H  -2.06  0.43  0.11

Just the Mulliken charges please, in e? Sure, here they are: 0.42 0.36 -0.72 -0.45 -0.49 -0.29 0.30 0.24 0.43 0.21

ORCA calculation (ωB97M-V with the def2-TZVPD basis set) on one molecule with the formula C2H4FNO2 in a non-equilibrium geometry.

The HOMO-LUMO gap is 10.78 eV. For the energy above the lowest of the compared OMol25 structures with the same formula, charge and spin, the calculation gives 51.3 kcal/mol. As for the LUMO energy: 0.5 eV. The total charge is 0.

Atoms and positions in Å:
C  0.72  -0.20  0.08
C  0.06  0.55  -1.08
H  -1.03  1.32  2.05
H  0.18  -0.83  1.90
H  -0.37  1.42  -0.53
H  0.82  0.70  -1.87
N  0.11  0.02  1.29
O  -1.17  0.58  1.43
O  1.62  -1.00  -0.09
F  -0.96  -0.16  -1.70

Just the Mulliken charges please, in e? Sure, here they are: 0.43 -0.18 0.37 0.28 0.24 0.22 -0.15 -0.40 -0.56 -0.26

ORCA calculation (ωB97M-V with the def2-TZVPD basis set) on a 2-piece molecular cluster, C2H4FNO3 overall in a non-equilibrium geometry.

The HOMO-LUMO gap is 9.70 eV. For the energy above the lowest of the compared OMol25 structures with the same formula, charge and spin, the calculation gives 53.9 kcal/mol. As for the LUMO energy: 0.2 eV. The total charge is 0.

Atoms and positions in Å:
C  -1.46  -0.21  -0.05
C  -0.69  0.84  0.42
N  2.20  0.14  0.03
O  2.17  -0.44  -1.19
O  2.85  -0.36  0.93
O  -1.73  -1.34  0.72
F  -0.24  1.71  -0.51
H  -1.95  -0.08  -0.97
H  1.72  0.17  -1.63
H  -0.16  0.88  1.43
H  -2.70  -1.29  0.81

Just the Mulliken charges please, in e? Sure, here they are: -0.22 -0.08 0.27 -0.28 -0.37 -0.47 -0.24 0.38 0.38 0.31 0.32

Q: Number 6 is which compound?
A: C2H4FN3

Q: Look up the total charge of the seventh one.
A: 0